A 2-piece molecular cluster, C3H9NO4 overall. Source: the OMol25 dataset; level of theory: ωB97M-V/def2-TZVPD.

Last column: Löwdin charge in e.
Atoms and positions in Å:
O (-0.82781, 2.40834, -0.25298)  0.143
C (-1.13910, 1.59731, 0.53263)  -0.548
O (-1.94681, 1.74347, 1.58296)  0.074
C (-0.93993, 0.10242, 0.26132)  -0.321
C (-1.20025, -0.79501, 1.47916)  -0.286
O (-1.21573, -2.07878, 0.97567)  -0.151
N (0.40320, -0.00098, -0.33602)  0.059
H (-1.99884, 2.71307, 1.90544)  0.178
H (-1.77885, -0.18278, -0.45050)  0.164
H (-2.33146, -0.53279, 1.80770)  0.162
H (-0.22236, -0.76937, 2.18475)  0.172
H (-2.26783, -2.46251, 1.00561)  0.204
H (0.83371, -0.96302, -0.34487)  0.108
H (0.36199, 0.38673, -1.22854)  0.043
H (5.49864, -0.44404, -3.04068)  -0.035
H (4.10735, 0.06667, -2.96390)  0.097
O (4.66409, -0.78873, -3.11775)  -0.063

## Properties
SMILES string: N[C@@H](CO)C(=O)O.O
LUMO energy: 0.44 eV
Total energy: -475.360054 hartree
HOMO energy: -9.35 eV